2 unconnected molecules or ions with the total composition C6H16N in a non-equilibrium geometry, computed with wB97M-V/def2-TZVPD.

Properties
* E: -292.04058 Eh
* relative energy (zero: lowest compared OMol25 entry of this formula, charge and spin): 592.9 kJ/mol
* highest occupied orbital energy (spin up / spin down): -18.7 / -18.7 eV
* M: 102.2 g/mol
* HOMO-LUMO gap (spin up / spin down): 0.3441 / 0.1446 Eh
* LUMO energy (spin up / spin down): -9.36 / -14.78 eV

```
! RIJCOSX wB97M-V def2-TZVPD def2/J DEFGRID3
* xyz 2 2
H -1.48168 -0.43525 0.55779
H 1.06344 2.80360 1.06069
H -0.62259 2.72307 1.13757
H -1.89841 -2.29451 -1.11597
C 0.24285 2.08858 0.99726
H 2.38388 -1.36864 3.33129
C -1.65508 -0.30681 -1.77331
H 0.88541 -0.44350 0.76998
H 3.26789 0.01364 2.87279
C -0.01431 1.17513 -0.31573
N 2.61352 -0.72289 2.60003
H -1.80306 -2.26875 -2.87827
H -1.97871 1.00287 -0.26486
C -1.19480 0.25929 -0.32903
H -1.01446 0.20293 -2.51426
C -1.40813 -1.84735 -1.95826
H 0.25606 1.43199 1.83184
H -0.36903 -2.08130 -1.83031
H 3.23572 -1.26516 2.04502
H 1.34070 -0.31248 -0.90458
C 0.67482 -0.02125 -0.17401
H 0.15703 1.79609 -1.19444
H -2.68106 -0.12930 -1.95122
*
```

Here are the natural (NBO) charges for atoms 1 to 5, given in e: 0.31 0.27 0.26 0.21 -0.60

A single C6H16N2 molecule in a non-equilibrium geometry, computed with wB97M-V/def2-TZVPD.

Properties
* E: -347.63912 Eh
* SMILES: CCN(N)CC(C)C
* relative energy (zero: lowest compared OMol25 entry of this formula, charge and spin): 225.0 kJ/mol
* highest occupied orbital energy: -7.3 eV
* M: 116.2 g/mol
* HOMO-LUMO gap: 0.3035 Eh
* LUMO energy: 0.97 eV

```
! RIJCOSX wB97M-V def2-TZVPD def2/J DEFGRID3
* xyz 0 1
C 1.72504 0.88662 1.12667
H -2.27993 -0.77636 -0.83396
C -1.45801 -0.35025 -0.25047
H 0.51901 -0.58086 -2.37944
H 2.49788 1.09764 1.86411
H -0.89786 1.05358 -2.19174
H -2.48272 -0.84929 1.57671
H -0.53348 -2.15762 -0.95314
H -2.04092 1.63382 -1.06331
H 1.32359 0.63495 -1.72698
H 1.81306 1.61933 0.32646
H 0.75001 1.00285 1.59219
C 1.92540 -0.53475 0.58763
H -0.29714 -1.85939 0.78341
C -0.31264 -1.38820 -0.20148
H 2.94250 -0.62309 0.19533
H 1.81795 -1.25284 1.40565
N 1.06072 -0.98014 -0.48544
H -0.38563 1.59874 -0.53273
C -1.99064 0.00947 1.12572
H -1.19929 0.32340 1.79966
N 1.33041 -0.38149 -1.71987
H -2.70758 0.82278 1.07552
C -1.11974 1.05109 -1.12052
*
```

Here are the natural (NBO) charges for atoms 1 to 5, given in e: -0.63 0.20 -0.21 0.35 0.21

A single C6H16N2 molecule in a non-equilibrium geometry, computed with wB97M-V/def2-TZVPD.

Properties
* E: -347.64860 Eh
* SMILES: CN(C)CCCCN
* relative energy (zero: lowest compared OMol25 entry of this formula, charge and spin): 200.1 kJ/mol
* highest occupied orbital energy: -8.5 eV
* M: 116.2 g/mol
* HOMO-LUMO gap: 0.3529 Eh
* LUMO energy: 1.10 eV

```
! RIJCOSX wB97M-V def2-TZVPD def2/J DEFGRID3
* xyz 0 1
H 1.79581 2.80814 -1.01136
H -2.81654 -2.39559 0.17263
N 1.48568 1.00953 -0.11664
C -2.23229 -1.46429 0.08338
H -1.59497 -1.39811 -0.78300
H 0.34158 0.11407 1.86516
H -3.00429 0.37385 0.40769
C 0.59733 -0.16279 -0.20457
H 3.25184 0.77417 1.02450
C -1.31860 -1.23548 1.29653
C -0.34056 -0.10501 1.02482
H 1.19788 -1.09636 -0.34615
H -1.87467 -1.05663 2.24121
H -0.07991 -0.23113 -1.07008
C 1.42408 1.83307 -1.33557
H -3.85986 -0.37095 -0.94072
H 1.96252 1.36414 -2.18349
H -0.75572 0.90776 0.85701
H 0.36604 1.98563 -1.61814
C 2.91498 0.52776 0.00984
H -0.78849 -2.19320 1.42734
H 3.62513 0.99859 -0.66609
H 2.97034 -0.56109 0.00578
N -3.26732 -0.42609 -0.14008
*
```

Here are the natural (NBO) charges for atoms 1 to 5, given in e: 0.20 0.19 -0.45 -0.21 0.17

2 unconnected molecules or ions with the total composition C6H16N2 in a non-equilibrium geometry, computed with wB97M-V/def2-TZVPD.

Properties
* E: -347.49584 Eh
* relative energy (zero: lowest compared OMol25 entry of this formula, charge and spin): 601.2 kJ/mol
* highest occupied orbital energy: -7.2 eV
* M: 116.2 g/mol
* HOMO-LUMO gap: 0.1805 Eh
* LUMO energy: -2.34 eV

```
! RIJCOSX wB97M-V def2-TZVPD def2/J DEFGRID3
* xyz 0 1
H 1.64517 -2.11769 1.45937
H 1.01896 -3.19633 0.21792
C -0.58527 0.05275 2.16985
H -0.73317 3.64198 -0.66386
H -0.75121 -1.29424 -3.38562
C -0.96090 -2.20645 -2.81702
H -0.10802 -2.87435 -2.81967
H -0.26255 -0.71200 2.87157
C 0.24214 -0.07993 0.86509
H 1.32578 0.06036 1.12966
H 0.05415 -2.77345 1.64050
H -1.14578 -1.82905 -1.81827
C -0.07411 0.96522 -0.16614
H 0.51082 2.89691 -1.71557
H 0.45464 0.63726 -1.09939
H -0.50043 1.07123 2.52708
H -1.14342 0.80695 -0.45152
C 0.74466 -2.38582 0.88546
N 0.19853 -1.28612 0.18016
C 0.26976 3.21367 -0.69941
H -1.61205 -0.19517 1.88471
H -1.79764 -2.66448 -3.33738
H 0.95420 4.01610 -0.42492
N 0.35492 2.16540 0.28122
*
```

Here are the natural (NBO) charges for atoms 1 to 5, given in e: 0.19 0.21 -0.61 0.22 0.20

A molecular structure, C6H16N2 in a non-equilibrium geometry, computed with wB97M-V/def2-TZVPD.

Properties
* E: -347.60341 Eh
* relative energy (zero: lowest compared OMol25 entry of this formula, charge and spin): 318.8 kJ/mol
* highest occupied orbital energy: -7.4 eV
* M: 116.2 g/mol
* HOMO-LUMO gap: 0.3035 Eh
* LUMO energy: 0.86 eV

```
! RIJCOSX wB97M-V def2-TZVPD def2/J DEFGRID3
* xyz 0 1
H 1.76887 0.04869 1.81284
H 1.20350 -1.32346 -2.99117
C -0.17099 0.57427 1.02577
C -0.26431 -2.09301 -0.74397
H -1.69194 2.14534 1.94844
H 1.47656 -0.86884 -0.51543
H -0.30040 -0.39553 -2.96638
C 0.67041 -0.51557 -2.47306
H -0.69694 3.02100 1.01479
H 0.20386 -2.94693 -1.25237
C -0.50657 0.68321 -0.36358
H 1.24971 0.39864 -2.63468
H -0.03354 1.48843 -0.91127
N -1.34845 2.23566 0.99119
H -1.28818 -2.02744 -1.12528
C 0.49455 -0.80904 -0.99222
H 1.11349 1.58381 2.40581
H -0.37365 -0.89087 2.45518
C 1.20195 0.93865 1.52760
H -1.51090 0.41409 -0.66909
H 1.77327 1.47504 0.77002
N -0.87761 -0.28972 1.82268
H -1.83731 -0.46093 1.55465
H -0.25537 -2.38553 0.30952
*
```

Here are the natural (NBO) charges for atoms 1 to 5, given in e: 0.22 0.20 0.41 -0.63 0.33

A gas-phase ion, C6H16N2 (charge +1) in a non-equilibrium geometry, computed with wB97M-V/def2-TZVPD.

Properties
* E: -347.41611 Eh
* relative energy (zero: lowest compared OMol25 entry of this formula, charge and spin): 0.7 kJ/mol
* highest occupied orbital energy (spin up / spin down): -13.4 / -13.4 eV
* M: 116.2 g/mol
* HOMO-LUMO gap (spin up / spin down): 0.3981 / 0.2370 Eh
* LUMO energy (spin up / spin down): -2.56 / -6.93 eV

```
! RIJCOSX wB97M-V def2-TZVPD def2/J DEFGRID3
* xyz 1 2
H -0.89916 -2.10684 1.64415
H -0.60535 1.34914 1.37092
H 0.34020 -0.15623 -2.87039
H 2.90384 -0.37554 -1.55981
H 0.89575 -1.36345 -0.82463
H -0.07037 -0.76608 2.41592
C -0.12124 -1.35034 1.49488
H 1.20804 1.56493 -0.15392
H 3.42323 1.06547 -1.02073
N 2.59242 0.55053 -1.28763
H -3.10955 -0.41913 0.87397
C 0.44698 -0.37836 -0.71179
C -1.27024 0.71481 0.77566
H 0.85078 -1.78426 1.30416
H -0.17442 1.23212 -2.03096
H -1.20505 -0.26260 -2.10227
H -3.22073 1.19283 1.52190
C -0.20702 0.15142 -1.97402
H -1.47210 1.26490 -0.13815
H -2.47191 -0.05163 2.47727
C -2.56818 0.32586 1.45922
C 1.59777 0.55146 -0.24716
N -0.51167 -0.49164 0.38182
H 1.94791 0.31201 0.76594
*
```

Here are the natural (NBO) charges for atoms 1 to 5, given in e: 0.27 0.25 0.27 0.37 0.23